Computed, not measured: a cluster of 2 separate species, C3H9N3O in total, with the ωB97M-V functional and the def2-TZVPD basis.

maximum force: 6.2 eV Å⁻¹
E: -358.3209 hartree
charge: +2
lowest unoccupied orbital energy: -10.60 eV
HOMO-LUMO gap: 7.2 eV
ΔE to the lowest compared entry with this formula, charge and spin: 5.7128 eV

Structure (XYZ):
```
16
Properties=species:S:1:pos:R:3:forces:R:3
C 1.483 0.578 0.375 -0.7 0.3 1.7
C -2.430 -2.109 -2.064 -2.5 -2.4 -0.6
C 1.866 1.367 1.313 2.2 3.4 0.5
N -0.613 -0.644 -2.223 -3.0 -5.4 0.4
N 0.959 -0.021 -0.508 -0.8 0.4 -1.3
N 1.437 1.559 2.710 1.1 1.9 0.4
O -1.845 -0.878 -2.390 4.3 2.6 -1.3
H -3.036 -2.577 -2.967 1.5 1.5 1.3
H -3.176 -1.636 -1.460 -1.1 -0.7 0.9
H -1.878 -2.925 -1.576 0.6 0.9 -0.2
H 2.678 2.123 1.031 -1.3 -1.1 0.3
H -0.371 0.241 -2.532 -0.2 3.3 -1.1
H 1.421 -0.797 -0.895 0.6 -1.8 -0.4
H 2.383 1.763 3.240 -2.4 -1.7 -0.1
H 0.664 0.943 3.003 1.2 -0.7 0.7
H 0.964 2.479 2.921 0.4 -0.4 -1.2
```
Forces are in eV/Å.

Computed, not measured: a structure of composition C12H38BN2O4PSb, with the ωB97M-V functional and the def2-TZVPD basis.

maximum force: 3.1 eV Å⁻¹
E: -1496.9544 hartree
charge: -1
lowest unoccupied orbital energy: 2.82 eV
HOMO-LUMO gap: 7.3 eV

Structure (XYZ):
```
59
Properties=species:S:1:pos:R:3:forces:R:3
O 0.144 0.148 -1.408 -0.8 -1.0 -1.1
P -0.731 -0.458 -2.530 2.0 1.1 2.1
Sb -2.932 0.752 -2.593 -1.1 2.5 -0.8
O -3.876 -0.682 -1.418 -2.1 -0.8 -0.7
B -5.057 -1.044 -2.074 1.2 -0.2 0.7
O -5.076 -2.262 -2.816 -0.8 0.8 0.7
O -6.242 -0.274 -2.078 1.2 -0.3 0.0
H -0.851 -1.883 -2.393 0.2 0.2 -0.5
H -0.043 -0.163 -3.760 -0.5 -0.7 0.0
H -2.541 1.671 -1.169 0.3 -0.5 0.1
H -2.174 1.998 -3.594 0.2 -0.2 0.0
H -3.398 -0.106 -4.054 0.1 -0.4 0.1
H -4.434 1.679 -2.718 0.1 -0.2 0.1
H -4.602 -2.884 -2.266 0.6 -0.3 -0.2
H -6.449 -0.164 -3.006 -0.6 0.0 -0.3
C 2.686 -2.390 -2.774 -0.1 -0.1 0.1
C 4.192 -2.278 -2.591 -0.2 0.0 0.0
N 4.639 -0.903 -2.470 0.4 0.2 -0.1
C 6.077 -0.747 -2.606 0.0 -0.1 -0.2
C 6.973 -1.407 -1.554 0.2 0.1 0.1
C 4.011 -0.124 -1.408 -0.5 0.1 -0.1
C 4.107 -0.656 0.022 0.1 0.1 0.2
H 2.347 -1.771 -3.606 0.0 0.1 0.1
H 2.412 -3.425 -2.991 0.0 0.0 0.0
H 2.145 -2.088 -1.875 -0.1 0.1 -0.1
H 4.667 -2.723 -3.471 0.2 0.1 0.0
H 4.495 -2.892 -1.729 0.0 -0.1 0.0
H 6.316 0.319 -2.655 -0.1 0.0 0.1
H 6.363 -1.144 -3.588 -0.1 -0.1 0.0
H 6.937 -0.877 -0.602 -0.1 -0.1 0.0
H 8.013 -1.385 -1.891 0.0 0.0 0.0
H 6.709 -2.451 -1.383 0.0 0.0 0.0
H 2.950 -0.009 -1.653 0.0 -0.1 0.0
H 4.406 0.896 -1.436 0.2 -0.1 -0.1
H 3.852 -1.716 0.090 0.0 0.0 0.0
H 3.403 -0.115 0.659 0.0 0.0 -0.1
H 5.100 -0.512 0.450 0.0 -0.1 0.0
C -2.576 -0.274 1.710 0.0 0.1 0.0
C -3.254 0.652 2.708 0.1 -0.2 -0.2
N -2.511 0.802 3.952 -0.1 0.0 0.4
C -3.282 1.421 5.017 -0.1 -0.1 0.0
C -3.752 2.864 4.817 -0.1 0.2 0.2
C -1.138 1.263 3.818 0.2 -0.2 -0.2
C -0.895 2.589 3.095 0.1 0.2 0.0
H -2.349 -1.242 2.164 0.0 0.1 0.1
H -3.236 -0.448 0.859 0.1 0.1 0.0
H -1.650 0.154 1.320 0.0 -0.1 -0.1
H -4.234 0.223 2.941 0.0 0.1 0.2
H -3.443 1.620 2.223 -0.1 0.0 -0.1
H -2.712 1.361 5.951 0.1 0.0 -0.1
H -4.168 0.799 5.189 0.0 0.0 -0.1
H -2.930 3.574 4.907 0.0 0.0 -0.1
H -4.482 3.123 5.589 0.0 0.0 0.0
H -4.236 3.010 3.851 0.0 0.0 0.0
H -0.572 0.486 3.295 -0.1 0.0 -0.1
H -0.681 1.309 4.811 -0.2 0.0 0.1
H -1.440 2.654 2.152 0.0 -0.1 0.0
H 0.168 2.686 2.859 0.0 0.0 0.0
H -1.163 3.447 3.711 -0.1 0.0 0.0
```
Forces are in eV/Å.

Computed, not measured: the molecule C4H12N2O, with the ωB97M-V functional and the def2-TZVPD basis.

structure (SMILES): NCCNCCO
maximum force: 2.6 eV Å⁻¹
E: -344.3089 hartree
lowest unoccupied orbital energy: 0.98 eV
HOMO-LUMO gap: 9.8 eV
ΔE to the lowest compared entry with this formula, charge and spin: 2.0709 eV

Structure (XYZ):
```
19
Properties=species:S:1:pos:R:3:forces:R:3
N -2.742 -0.677 0.718 0.3 -0.4 0.3
C -1.278 -0.424 0.988 -2.4 0.7 0.2
C -0.446 -1.311 0.090 -0.1 -1.1 0.7
N 0.090 -0.712 -1.108 0.2 0.6 0.2
C 1.406 -0.071 -0.909 -1.1 -0.2 -0.1
C 1.563 0.919 0.237 0.4 0.5 0.2
O 1.445 2.288 -0.163 -0.2 0.0 -0.1
H -2.975 -1.643 0.957 0.2 0.1 -0.2
H -3.276 -0.148 1.398 -0.1 0.3 -0.1
H -1.216 0.650 0.800 0.6 -0.1 -0.4
H -1.140 -0.487 2.065 0.7 -0.6 0.2
H -1.058 -2.211 -0.121 0.0 0.6 -0.4
H 0.343 -1.785 0.662 0.6 0.3 0.2
H -0.544 0.027 -1.368 -0.3 0.0 -0.4
H 1.559 0.494 -1.832 0.6 -0.3 0.0
H 2.104 -0.890 -0.791 0.5 0.0 -0.2
H 0.841 0.804 1.038 -0.2 -0.1 -0.1
H 2.521 0.757 0.729 0.4 0.1 -0.1
H 2.004 2.472 -0.930 -0.1 -0.2 0.3
```
Forces are in eV/Å.

Computed, not measured: a cluster of 30 separate species, H60O30 in total, with the ωB97M-V functional and the def2-TZVPD basis.

maximum force: 1.7 eV Å⁻¹
E: -2293.2172 hartree
lowest unoccupied orbital energy: -1.06 eV
HOMO-LUMO gap: 7.7 eV
ΔE to the lowest compared entry with this formula, charge and spin: 3.6499 eV

Structure (XYZ):
```
90
Properties=species:S:1:pos:R:3:forces:R:3
O -4.553 -2.160 2.645 -0.6 -0.1 -0.8
H -5.206 -2.771 2.985 -0.3 0.0 0.1
H -3.842 -2.187 3.285 0.7 0.0 0.3
O 1.032 -2.285 -2.385 0.2 -0.3 -0.9
H 0.831 -3.075 -1.884 0.1 -0.1 0.3
H 0.731 -1.565 -1.830 -0.4 0.9 0.7
O -1.535 -1.231 1.172 0.1 0.2 0.1
H -1.088 -1.679 1.891 0.3 -0.1 0.5
H -2.159 -1.875 0.839 -0.6 -0.4 -0.3
O 0.270 -0.279 -0.457 1.3 -1.0 -0.5
H 0.102 0.647 -0.284 -0.2 1.1 -0.4
H -0.333 -0.745 0.123 -0.6 -0.3 0.3
O 2.989 -1.284 0.874 0.6 -0.1 0.4
H 2.601 -0.580 1.393 -0.3 0.2 0.0
H 2.255 -1.657 0.386 -0.6 0.0 -0.4
O 1.196 3.141 -2.877 0.2 -0.2 -0.2
H 2.113 2.893 -2.759 0.5 0.0 0.0
H 1.075 3.169 -3.826 -0.1 0.0 -0.2
O -2.360 -2.915 4.119 -0.5 0.0 0.4
H -2.726 -3.795 4.214 -0.2 -0.3 0.1
H -1.523 -3.050 3.676 0.6 0.3 0.0
O -2.265 3.460 -1.738 -0.1 0.4 0.8
H -2.517 4.083 -2.419 0.0 0.2 -0.1
H -2.233 2.615 -2.186 0.1 -0.2 -0.4
O 3.966 -1.432 -1.985 0.2 -0.2 -0.2
H 3.019 -1.419 -2.125 -0.4 -0.1 -0.1
H 4.077 -1.172 -1.070 0.2 0.2 0.1
O 1.160 -0.544 -4.527 -0.2 0.6 -0.5
H 2.071 -0.767 -4.717 0.2 0.0 0.0
H 0.872 -1.216 -3.909 0.0 -0.4 0.3
O -4.282 2.867 0.119 -1.1 0.5 0.0
H -3.697 3.039 -0.619 0.3 0.2 -0.1
H -3.804 2.242 0.664 0.2 -0.2 0.2
O -2.421 -1.190 -2.540 -0.1 0.6 0.0
H -1.976 -1.984 -2.245 0.3 -0.4 0.0
H -2.452 -1.272 -3.493 -0.1 -0.1 -0.3
O 0.791 5.802 -2.062 -0.4 0.4 -0.5
H 0.853 4.850 -2.142 0.0 -0.2 -0.1
H 1.452 6.032 -1.410 0.2 0.1 0.5
O 0.728 -3.623 -0.016 0.2 0.0 0.1
H -0.150 -3.853 0.288 -0.5 0.0 0.0
H 1.220 -4.444 0.027 0.2 -0.3 0.0
O -1.891 -3.965 -2.298 0.0 0.1 0.3
H -1.137 -4.300 -2.783 0.3 0.0 -0.2
H -2.586 -4.602 -2.464 -0.2 -0.2 -0.1
O 0.095 -2.727 2.937 -0.7 -0.1 0.0
H 0.925 -2.497 3.354 0.7 0.1 0.1
H 0.180 -3.658 2.731 0.2 -0.2 -0.2
O 5.825 -1.220 0.555 0.5 0.3 0.0
H 5.008 -0.761 0.750 -0.3 -0.1 0.0
H 5.653 -2.130 0.797 0.0 -0.2 0.0
O -3.086 -5.773 1.090 0.3 -1.0 0.3
H -4.014 -5.969 1.216 -0.2 -0.2 0.1
H -3.070 -4.862 0.799 -0.1 0.6 -0.2
O -0.482 2.291 3.113 -0.1 -0.2 0.0
H -0.478 2.744 3.957 -0.1 0.4 0.2
H 0.124 1.560 3.231 0.2 -0.2 0.0
O 0.052 2.388 -0.626 0.5 -0.4 1.4
H 0.511 2.484 -1.460 0.0 0.1 -0.6
H -0.729 2.934 -0.717 -0.7 0.4 -0.1
O -3.237 -3.278 0.316 0.3 0.2 -0.5
H -4.022 -2.916 0.727 -0.5 0.5 0.9
H -3.410 -3.221 -0.624 0.2 0.1 -0.5
O 2.364 5.707 0.263 0.6 0.7 -0.6
H 2.677 6.268 0.973 0.0 0.2 0.1
H 2.165 4.872 0.687 -0.2 -0.6 0.4
O 5.333 1.559 -1.086 0.0 0.2 -0.2
H 4.847 1.793 -0.295 -0.3 0.1 0.2
H 6.076 1.046 -0.768 0.3 -0.3 -0.1
O -1.588 1.966 -3.761 -0.2 -0.2 -0.4
H -1.526 1.019 -3.635 0.1 -0.4 0.1
H -0.955 2.158 -4.452 0.1 0.0 -0.1
O -0.202 5.297 2.455 -0.2 0.3 0.3
H 0.381 4.594 2.168 0.3 -0.1 0.1
H -1.080 4.981 2.245 -0.3 0.0 -0.1
O -4.997 -0.506 -1.645 -0.5 0.1 0.2
H -5.407 -1.355 -1.485 -0.3 -0.1 0.0
H -4.122 -0.719 -1.970 0.6 0.0 -0.1
O 4.214 2.378 1.613 0.1 -0.5 -0.1
H 4.294 1.629 2.204 0.1 -0.2 0.3
H 5.097 2.747 1.574 0.3 0.4 0.0
O 2.902 -3.103 3.044 -0.2 -0.2 0.6
H 3.264 -2.796 2.213 0.0 0.5 -0.5
H 2.741 -4.036 2.906 0.1 -0.3 0.1
O 1.798 3.475 1.682 -0.2 0.0 0.2
H 2.553 2.891 1.608 0.6 0.1 0.0
H 1.119 3.058 1.152 -0.6 -0.3 -0.6
O -2.447 1.436 1.320 0.0 -0.1 -0.1
H -1.824 1.811 1.943 0.2 0.3 0.4
H -2.191 0.516 1.249 -0.1 -0.5 0.0
```
Forces are in eV/Å.